(1)
The following is a DFT calculation (ωB97M-V with the def2-TZVPD basis set) of a molecular structure, C27H51CrF5O35P5 in a non-equilibrium geometry.

The geometry in XYZ format:
```
124
Properties=species:S:1:pos:R:3:lowdin_charge:R:1
Cr -1.92821 1.76606 -0.22925 0.772
P -0.75329 -0.21803 -0.01394 0.055
O -1.16143 0.36476 -1.41530 -0.437
O -2.03209 0.07627 0.87041 -0.447
O -0.02756 1.07052 0.42566 -0.412
O 0.01664 -1.55320 -0.03085 -0.332
C 0.17223 -4.90209 0.58476 -0.089
C 0.35992 -5.45611 2.03273 -0.273
O 1.47055 -6.29876 1.86103 0.149
C 2.03899 -6.16839 0.66877 -0.563
O 3.01156 -6.72912 0.29101 0.182
O 1.37826 -5.23627 -0.07086 0.076
F -0.77869 -6.12108 2.36285 0.067
H 0.00222 -3.82195 0.61841 0.082
H -0.73323 -5.25425 0.09410 0.118
H 0.57051 -4.72430 2.81268 0.165
C -1.48195 -2.16410 -3.16679 -0.054
C -0.81158 -3.50322 -2.81721 -0.262
O -0.97159 -4.24553 -4.01560 0.136
C -1.85591 -3.64975 -4.84024 -0.561
O -2.37837 -4.17237 -5.76792 0.168
O -2.19089 -2.43789 -4.35636 0.078
F -1.39197 -4.25346 -1.84474 0.071
H -0.75313 -1.40128 -3.41424 0.116
H -2.11939 -1.86891 -2.33868 0.107
H 0.25623 -3.37674 -2.66160 0.161
C 1.64296 -1.31443 2.44948 -0.039
C 0.58070 -0.66088 3.35484 -0.300
O 1.35008 0.20831 4.14456 0.127
C 2.65005 -0.14971 4.11296 -0.569
O 3.51492 0.29227 4.79603 0.165
O 2.82421 -1.17772 3.26581 0.076
F -0.11467 -1.50920 4.16042 0.074
H 1.86977 -0.87665 1.48188 0.119
H 1.38139 -2.35212 2.24708 0.117
H -0.09034 -0.03803 2.76048 0.124
C 1.12066 1.99728 -2.38094 -0.032
C 0.84827 0.99098 -3.50489 -0.294
O 2.13061 0.56016 -3.93979 0.115
C 3.05913 1.32432 -3.32191 -0.569
O 4.22313 1.06417 -3.40593 0.154
O 2.51974 2.28332 -2.56602 0.072
F 0.14361 1.52790 -4.54582 0.062
H 0.97299 1.51287 -1.41857 0.096
H 0.62017 2.93740 -2.60822 0.147
H 0.29281 0.15954 -3.08533 0.112
C -2.43859 -3.30991 1.84747 -0.057
C -3.62161 -2.37048 1.81502 -0.281
O -3.97318 -2.33368 3.18434 0.126
C -3.56571 -3.42024 3.83074 -0.568
O -3.95557 -3.83123 4.87249 0.174
O -2.71391 -4.08751 3.01499 0.071
F -4.70271 -2.87522 1.13789 0.052
H -1.49614 -2.75893 1.85512 0.114
H -2.39417 -3.91288 0.94165 0.133
H -3.43620 -1.34960 1.48381 0.122
C -2.73198 1.45202 3.67566 -0.074
O -3.31718 2.73532 3.44578 -0.206
P -2.50284 3.85127 2.62970 0.427
O -2.00926 3.35862 1.32905 -0.252
O -3.52687 5.04191 2.67052 -0.173
C -4.84618 4.96727 2.17409 -0.094
O -1.36748 4.36646 3.60930 -0.180
C -0.07662 3.74174 3.59682 -0.065
H -3.45439 0.64305 3.56269 0.088
H -2.37037 1.44564 4.70490 0.101
H -1.93807 1.19253 2.97232 0.057
H -4.98275 4.20130 1.39871 0.067
H -5.07749 5.83165 1.55012 0.094
H -5.59696 4.78009 2.93505 0.098
H 0.03085 2.88520 2.93210 0.076
H 0.12181 3.51975 4.64644 0.104
H 0.69074 4.46510 3.31182 0.088
C -6.32594 1.28286 1.45674 -0.062
O -6.50183 1.79721 0.13072 -0.200
P -5.33917 1.55435 -0.92199 0.454
O -4.01749 1.95833 -0.39848 -0.262
O -5.81995 2.39913 -2.18907 -0.179
C -6.25715 3.73764 -1.97160 -0.097
O -5.57411 0.05968 -1.46064 -0.168
C -4.41574 -0.76766 -1.70166 -0.069
H -5.80078 1.97358 2.11754 0.077
H -5.70347 0.38572 1.38866 0.087
H -7.24016 0.97141 1.95581 0.097
H -6.26458 4.04446 -0.92552 0.073
H -7.27160 3.89400 -2.33837 0.093
H -5.61284 4.42926 -2.51469 0.093
H -4.19167 -1.00555 -2.74307 0.093
H -4.65551 -1.72040 -1.22788 0.092
H -3.51019 -0.32916 -1.28222 0.043
C 6.39481 3.54793 2.33967 -0.087
O 5.33237 3.99287 1.48169 -0.227
P 4.02712 4.73258 2.09523 0.376
O 4.25630 5.46806 3.33268 -0.229
O 2.91249 3.61760 2.12081 -0.199
C 2.28258 3.14241 0.92676 -0.089
O 3.56054 5.74617 0.94713 -0.218
C 4.13836 7.03554 0.88484 -0.116
H 6.00119 3.05791 3.23120 0.090
H 6.96034 4.44776 2.57317 0.086
H 6.98462 2.79039 1.82964 0.086
H 2.39876 2.06541 0.82627 0.087
H 2.65431 3.52744 -0.02576 0.085
H 1.22622 3.40062 0.96705 0.075
H 4.47355 7.11586 -0.15761 0.090
H 4.93779 7.17249 1.60951 0.082
H 3.48324 7.91024 0.94621 0.085
C 3.16848 -2.35388 -1.93838 -0.098
O 3.55226 -3.32802 -2.89248 -0.230
P 5.08040 -3.51779 -3.38510 0.412
O 6.00665 -3.65715 -2.24980 -0.228
O 4.86206 -4.72064 -4.39824 -0.212
C 5.97801 -5.34529 -5.02392 -0.097
O 5.38581 -2.27595 -4.37494 -0.212
C 4.31140 -1.65813 -5.09314 -0.094
H 4.00194 -1.76553 -1.55156 0.099
H 2.57908 -2.68729 -1.08330 0.077
H 2.49290 -1.65268 -2.44162 0.071
H 6.90652 -5.21757 -4.46999 0.088
H 6.06318 -4.93423 -6.03169 0.086
H 5.78168 -6.40856 -5.15247 0.086
H 4.53663 -0.65868 -5.44876 0.085
H 3.39938 -1.74989 -4.51379 0.064
H 4.17603 -2.23467 -6.01707 0.088
```

Output
2S+1 = 5
Kohn-Sham gap (alpha / beta) = 6.6 / 8.1 eV
Total charge = -1
Relative energy (zero: lowest compared OMol25 entry of this formula, charge and spin) = 8.1 kcal per mole
LUMO level (alpha / beta) = 0.0539 / 0.0518 Eh
<S²> = 6.01

***

(2)
The following is a DFT calculation (ωB97M-V with the def2-TZVPD basis set) of C3H3FN2S in the gas phase in a non-equilibrium geometry.

The geometry in XYZ format:
```
10
Properties=species:S:1:pos:R:3:nbo_charge:R:1
C 0.40263 0.44282 1.34447 -0.670
C 0.05014 -0.23489 0.09704 -0.334
S 0.55622 -1.74906 -0.43112 0.688
N -0.19662 -1.65628 -1.88971 -0.368
N -0.76582 -0.59374 -2.13530 -0.212
C -0.70026 0.27435 -1.09937 0.474
F -1.17231 1.55425 -1.08202 -0.306
H 1.18541 -0.14832 1.97583 0.233
H 1.04880 1.28687 1.18137 0.244
H -0.40819 0.82400 2.03881 0.251
```

Output
Structure (SMILES) = Cc1snnc1F
Kohn-Sham gap = 9.8 eV
Total charge = 0
Relative energy (zero: lowest compared OMol25 entry of this formula, charge and spin) = 43.7 kcal per mole
LUMO level = 0.0101 Eh

***

(3)
The following is a DFT calculation (ωB97M-V with the def2-TZVPD basis set) of a molecular structure, C6H9O4Y in a non-equilibrium geometry.

The geometry in XYZ format:
```
20
Properties=species:S:1:pos:R:3:nbo_charge:R:1
O -4.21412 -1.45353 -1.12612 -0.810
C -3.13767 -0.99466 -0.63604 0.991
O -2.98940 -0.97601 0.62455 -0.825
O -2.25219 -0.48985 -1.45535 -0.456
C -1.04573 0.08796 -0.92162 -0.085
Y -5.26778 -2.06878 0.84179 1.781
H -1.29013 0.59753 0.01789 0.220
H -0.72964 0.80278 -1.69008 0.225
C 0.02526 -0.98165 -0.70600 -0.526
C 1.31849 -0.44202 -0.17585 0.120
H 0.21141 -1.49285 -1.66357 0.306
H -0.35859 -1.73955 -0.00542 0.290
H 2.04770 -1.20608 0.11436 0.242
C 1.58552 0.83488 0.12463 0.065
C 2.79657 1.26294 0.89557 -0.157
O 2.38345 2.00311 2.03496 -0.634
H 0.93540 1.64812 -0.21420 0.237
H 3.43694 1.89238 0.25295 0.292
H 3.38514 0.37903 1.19427 0.218
H 3.15938 2.33624 2.49329 0.509
```

Output
Kohn-Sham gap (alpha / beta) = 9.9 / 2.7 eV
Total charge = +2
Relative energy (zero: lowest compared OMol25 entry of this formula, charge and spin) = 0.0 kcal per mole
LUMO level (alpha / beta) = -0.2866 / -0.4167 Eh

***

(4)
The following is a DFT calculation (ωB97M-V with the def2-TZVPD basis set) of C5H7NO in the gas phase in a non-equilibrium geometry.

The geometry in XYZ format:
```
14
Properties=species:S:1:pos:R:3:nbo_charge:R:1
C -1.84640 0.18000 -0.14392 -0.610
C -0.59159 -0.61767 0.28783 -0.410
C 0.82920 -0.10704 -0.14181 0.109
C 0.58507 0.89683 -1.17064 0.256
N 0.03441 1.66284 -1.83943 -0.305
C 2.10111 -0.03988 0.63375 -0.076
O 1.89474 -1.01929 -0.36650 -0.454
H -1.87536 1.22379 0.19039 0.218
H -2.65377 -0.35879 0.35639 0.215
H -2.06852 0.17385 -1.21872 0.224
H -0.64340 -0.69058 1.37770 0.217
H -0.73267 -1.62534 -0.12362 0.230
H 2.86143 0.71521 0.39990 0.194
H 2.15253 -0.41176 1.65834 0.192
```

Output
Structure (SMILES) = CC[C@@]1(C#N)CO1
Kohn-Sham gap = 12.0 eV
Total charge = 0
Relative energy (zero: lowest compared OMol25 entry of this formula, charge and spin) = 50.8 kcal per mole
LUMO level = 0.0310 Eh

***

no.,E_tot (eV)
1,-188958.80906
2,-19690.54336
3,-15581.27394
4,-8833.99964